[1]
{
  "formula": "C6H27ClN5O7",
  "method": "wB97M-V/def2-TZVPD",
  "elements": ["Cl", "C", "O", "N", "N", "H", "H", "H", "H", "C", "O", "N", "N", "H", "H", "H", "H", "C", "C", "C", "O", "C", "N", "H", "H", "H", "H", "H", "H", "H", "H", "H", "H", "H", "O", "H", "H", "O", "H", "H", "O", "H", "H", "O", "H", "H"],
  "xyz": [[0.4051, 1.1020, -0.1883], [-2.1707, 4.2930, -0.0252], [-1.6079, 3.8407, 0.9724], [-2.0379, 3.7384, -1.2432], [-3.0408, 5.3334, 0.0409], [-1.4145, 2.9448, -1.2529], [-2.3231, 4.2125, -2.0769], [-3.3836, 5.7224, -0.8169], [-3.1952, 5.7971, 0.9154], [4.2866, 1.1222, 1.1234], [3.7819, 1.8395, 1.9690], [3.8644, 1.0419, -0.1678], [5.2974, 0.2584, 1.4406], [2.9642, 1.4700, -0.3411], [4.2781, 0.4114, -0.8243], [5.6293, 0.2582, 2.3859], [5.5009, -0.5194, 0.8407], [-1.9631, -2.0725, -1.3573], [-1.8881, -2.7874, -0.0253], [-0.8845, -3.9383, -0.0239], [-1.2336, -4.9832, -0.9347], [-0.3294, -6.0622, -0.8218], [-1.4456, -1.8551, 1.0318], [-2.7312, -1.2993, -1.2761], [-2.3480, -2.6911, -2.1805], [-1.0442, -1.6725, -1.7879], [-2.8445, -3.2538, 0.2249], [-0.9234, -4.3788, 0.9790], [0.1217, -3.5672, -0.2438], [-0.4520, -6.7228, -1.6771], [-0.5503, -6.6008, 0.1078], [0.7298, -5.8041, -0.7247], [-1.9790, -0.9960, 0.8736], [-0.5020, -1.5956, 0.7492], [1.3273, 0.9567, 2.7748], [1.4904, 0.0508, 3.0540], [1.1603, 0.8866, 1.8062], [-2.7393, 0.7157, 0.7703], [-1.9726, 1.1930, 0.4107], [-3.2086, 1.3711, 1.2945], [1.2775, -0.0395, -3.1083], [1.0843, 0.4928, -2.3110], [0.6440, 0.2678, -3.7618], [1.4090, 3.7251, 1.5070], [2.1025, 4.2897, 1.1544], [0.8580, 3.5042, 0.7443]],
  "forces_ev_per_a": [[-0.183, 0.119, -0.788], [0.560, -0.671, 1.905], [-0.675, 0.420, -0.764], [0.262, -0.444, -0.461], [-0.444, 0.582, -0.354], [0.239, -0.062, -0.340], [0.074, -0.171, -0.142], [-0.216, 0.243, 0.197], [0.159, 0.018, -0.027], [-0.905, 0.131, 0.907], [0.827, 0.169, -0.640], [-0.103, 0.660, 0.016], [0.947, -0.416, -0.238], [-0.086, -0.265, -0.176], [-0.186, -0.082, -0.105], [-0.141, -0.058, 0.021], [0.082, -0.064, 0.170], [-1.210, -0.320, -1.287], [1.128, -0.266, -0.175], [-0.561, -0.370, 0.283], [0.648, 0.346, -0.415], [-0.427, -0.157, 0.578], [-0.323, -0.497, -0.570], [0.356, 0.371, 0.060], [-0.012, -0.432, 0.284], [0.251, 0.235, 0.719], [-0.192, 0.339, 0.040], [0.361, 0.164, 0.171], [0.091, 0.001, 0.005], [-0.107, 0.002, -0.017], [-0.073, -0.297, -0.040], [-0.012, 0.528, -0.323], [0.191, -0.161, 0.535], [0.049, 0.261, 0.253], [-0.295, -0.489, -0.150], [-0.055, 0.002, -0.039], [0.036, 0.312, 0.675], [-0.395, 0.376, -0.286], [0.274, -0.131, 0.204], [0.155, 0.023, 0.072], [0.113, 0.164, -0.088], [-0.120, -0.253, 0.183], [-0.027, -0.002, 0.040], [-0.035, 0.538, -0.143], [0.119, -0.145, 0.031], [-0.136, -0.253, 0.220]],
  "charge": -1
}

---

[2]
{
  "formula": "C6H27NO8",
  "method": "wB97M-V/def2-TZVPD",
  "elements": ["C", "N", "C", "C", "C", "C", "C", "H", "H", "H", "H", "H", "H", "H", "H", "H", "H", "H", "O", "H", "H", "O", "H", "H", "O", "H", "H", "O", "H", "H", "O", "H", "H", "O", "H", "H", "O", "H", "H", "O", "H", "H"],
  "xyz": [[0.0394, -0.0868, -3.8482], [0.3061, -0.8360, -2.8890], [-0.3315, -0.9271, -1.6589], [-1.5958, -1.2522, -1.4200], [-2.1353, -1.1042, -0.0340], [-1.3720, -1.9238, 0.9885], [-1.6320, -3.4549, 1.0121], [-0.7369, 0.7282, -3.7761], [0.4673, -0.2867, -4.8468], [0.3404, -0.7150, -0.8104], [-2.2577, -1.6091, -2.2032], [-3.2193, -1.3960, 0.0786], [-2.2750, -0.0883, 0.3526], [-1.3504, -1.6304, 2.0433], [-0.2694, -1.6768, 1.0294], [-0.8362, -3.9325, 1.5486], [-2.5509, -3.8167, 1.4670], [-1.8261, -3.6498, -0.0526], [-2.3334, 2.8253, 1.1622], [-1.7615, 2.8777, 0.3671], [-2.1408, 1.9455, 1.5109], [1.3587, 1.9191, -0.2427], [1.7640, 2.6078, 0.3040], [2.0724, 1.2786, -0.4044], [0.1115, 3.3283, 2.2640], [-0.8712, 3.2534, 2.2187], [0.2409, 3.5474, 3.1919], [3.5771, 0.1849, -0.9815], [3.2971, -0.6646, -1.4047], [3.8204, 0.8585, -1.6162], [0.7424, 1.0139, 4.2024], [-0.1239, 1.4125, 4.1931], [0.9411, 0.6540, 3.3296], [-1.1947, 2.2499, -1.3773], [-0.5358, 1.9209, -0.7462], [-0.7725, 3.0438, -1.7428], [1.6895, -0.0100, 1.5784], [2.5687, -0.2874, 1.3102], [1.4660, 0.9048, 1.3415], [2.8354, -2.2223, -1.8764], [2.4921, -2.8327, -1.2051], [1.9918, -2.1512, -2.3579]],
  "forces_ev_per_a": [[-1.562, 0.988, -0.713], [0.922, -1.863, 0.025], [0.297, 1.124, 0.428], [-0.231, 0.330, -0.168], [-1.851, -0.705, 1.807], [1.967, -0.424, 2.366], [-0.659, 1.472, -1.381], [0.621, -0.690, 0.003], [0.204, 0.316, 0.641], [-0.319, 0.043, -0.364], [0.094, 0.300, -0.107], [0.904, -0.285, -0.693], [0.785, 0.338, -0.579], [-1.686, 0.714, 0.221], [-0.598, -0.735, -1.493], [0.610, -0.663, -0.460], [-0.310, 0.673, 0.450], [0.919, -1.042, 0.161], [0.419, -0.102, 0.123], [-0.700, -0.053, 0.067], [-0.282, -0.049, -0.143], [0.224, 0.499, 0.170], [-0.274, 0.098, -0.118], [0.143, -0.189, -0.378], [-0.769, -0.033, 0.376], [0.601, 0.246, -0.526], [0.502, 0.014, 0.033], [-0.390, 0.060, 0.728], [0.254, 0.484, -0.125], [0.100, -0.297, -0.445], [0.465, -0.114, 0.568], [-0.263, -0.036, -0.307], [-0.118, -0.046, -0.086], [0.021, 0.511, 0.088], [0.398, -0.145, -0.403], [-0.106, -0.343, 0.079], [-0.813, -0.579, 0.882], [0.100, 0.635, -0.191], [0.548, -0.425, -0.373], [-1.111, -0.807, 0.203], [0.791, 0.037, 0.351], [0.154, 0.743, -0.718]],
  "smiles": "C=N/C=C/CCC.O.O.O.O.O.O.O.O"
}

---

[3]
{
  "formula": "C6H27NO8",
  "method": "wB97M-V/def2-TZVPD",
  "elements": ["C", "N", "C", "C", "C", "C", "C", "O", "H", "H", "H", "H", "H", "H", "H", "H", "H", "H", "H", "H", "H", "O", "H", "H", "O", "H", "H", "O", "H", "H", "O", "H", "H", "O", "H", "H", "O", "H", "H", "O", "H", "H"],
  "xyz": [[0.4417, 1.5250, -2.6319], [0.7441, 1.0474, -1.1811], [-0.6005, 1.0153, -0.4439], [-0.5322, -0.0515, 0.6627], [-1.8790, -0.7010, 0.9245], [-3.0175, 0.2718, 1.2792], [-2.7156, 0.9573, 2.5269], [-3.1171, 2.1266, 2.4777], [1.5583, 1.7319, -3.1019], [0.0434, 0.8149, -3.3225], [-0.0838, 2.4557, -2.5690], [1.0848, 0.1375, -1.3058], [-1.3898, 0.8921, -1.1872], [-0.7560, 2.0794, 0.0298], [0.1078, -0.9123, 0.2705], [0.1266, 0.2794, 1.4898], [-1.8256, -1.5204, 1.6503], [-2.1679, -1.3809, 0.0030], [-2.9399, 1.0549, 0.4679], [-3.9609, -0.2489, 1.3705], [-2.1806, 0.5261, 3.3293], [-0.0804, -3.5831, 0.9685], [0.7364, -3.0193, 1.0361], [0.1158, -4.2928, 1.4206], [3.5094, 0.7974, -0.4499], [2.6641, 1.3347, -0.6742], [3.5529, 0.3130, -1.2773], [-3.0109, 3.1761, -0.5981], [-2.4165, 3.7115, -0.0968], [-3.4691, 2.6115, -0.0020], [2.9718, 0.4914, 2.1636], [3.3111, 0.4236, 1.2113], [2.1467, 0.8383, 1.8362], [2.0483, -1.9352, 2.1981], [2.0869, -2.0333, 3.1500], [2.7616, -1.2979, 2.1754], [2.4779, -0.9395, -2.3724], [2.9431, -1.5596, -3.0395], [1.7976, -1.6300, -2.0701], [-0.3445, -2.1463, -2.2830], [-0.1190, -1.3162, -2.6798], [-0.6233, -2.0448, -1.3557]],
  "forces_ev_per_a": [[5.184, 0.527, 1.128], [-2.888, 2.281, -1.581], [1.889, 1.682, 0.706], [1.232, -1.270, -1.425], [-1.116, -2.256, -0.869], [2.126, -1.353, -2.033], [-2.142, 3.987, -2.068], [1.084, -0.910, 1.955], [-2.831, -0.202, 1.041], [-0.885, -0.649, -0.073], [-0.408, 0.333, -0.191], [0.331, -1.514, 0.199], [-0.240, -0.328, 0.287], [0.272, -1.999, -0.975], [-0.611, 0.988, 0.305], [-1.034, 0.049, 0.080], [0.346, 0.364, 0.359], [0.415, 1.736, 1.283], [-0.923, -1.064, 1.015], [-0.379, 0.018, -0.320], [0.612, -0.515, 1.305], [-0.445, 6.684, -3.777], [-1.009, -0.609, 0.182], [1.491, -5.955, 3.679], [-1.650, 1.674, -0.691], [1.391, -0.894, 0.844], [0.313, -0.687, -0.042], [-0.033, 0.234, -1.776], [0.382, 0.450, 0.726], [-0.577, -0.270, 1.050], [0.936, 0.130, -1.834], [0.639, -0.005, 1.171], [-1.110, 0.368, 0.734], [-0.102, -0.921, 0.381], [-0.716, -0.643, 0.472], [0.327, 1.044, -0.903], [-0.215, -3.678, -1.507], [-0.696, 1.805, 1.332], [0.989, 1.355, -0.171], [0.108, -1.179, 0.533], [-0.205, 0.936, 0.037], [0.149, 0.256, -0.567]],
  "smiles": "CNCCCCC=O.O.O.O.O.O.O.O"
}

---

We obtain E_tot values of -1505.610315, -901.408724, -901.373910 hartree for the records listed above, in that order.
We obtain ΔE to the lowest compared entry with this formula, charge and spin values of 149.7, 311.2, 402.6 kJ/mol for the records listed above, in that order.
We obtain frontier orbital gap values of 8.47, 9.04, 10.07 eV for the records listed above, in that order.